No. 1
The following is a DFT calculation (ωB97M-V/def2-TZVPD) of a structure of composition C28H47BrCoN2OP2 at a distorted geometry.

E_LUMO (spin up / spin down) (eV): -6.086 / -9.793
Charge: +2
⟨S²⟩: 3.7871
Multiplicity: 4

Each line ends with the Löwdin spin population.
Positions of all 82 atoms, in Å:
N -5.3182 2.3002 -2.3241  0.00
C -4.9056 2.8170 -1.1680  0.00
C -3.6822 2.4806 -0.5722  0.00
C -2.7899 1.6136 -1.2668  0.00
C -3.2606 1.0336 -2.4669  0.00
C -4.5317 1.4249 -2.9470  0.00
C -1.3871 1.5019 -0.7963  -0.01
Co -0.3115 0.0606 -0.1708  1.88
P 3.0936 -0.6271 0.4839  0.59
C -0.2949 1.1353 -1.7070  -0.01
C 0.8564 2.0748 -1.8882  0.02
C 1.6465 2.0246 -3.0638  0.01
C 2.8540 2.7097 -3.1279  0.00
C 3.2662 3.5071 -2.0486  0.00
C 2.3967 3.7305 -0.9764  0.00
C 1.1947 3.0145 -0.8984  0.01
Br 4.9895 4.1947 -2.0210  0.00
H -1.2031 2.2979 -0.0635  0.01
H -0.5635 0.6450 -2.6546  0.00
H -3.4267 2.9401 0.3833  0.00
H -2.6773 0.3439 -3.0834  0.00
H -5.5930 3.5300 -0.7011  0.00
H -4.9115 1.0116 -3.8850  0.00
H 1.3358 1.4155 -3.9160  0.00
H 0.5126 3.1972 -0.0736  0.00
H 3.5069 2.5959 -3.9900  0.00
H 2.6710 4.4452 -0.2072  0.00
P -0.9665 -1.9808 -0.3499  0.02
C 3.8521 1.0359 0.7056  0.08
C 5.2885 1.1108 0.2223  0.01
H 3.7977 1.3141 1.7682  0.00
H 3.2012 1.7279 0.1503  0.02
H 5.6705 2.1246 0.3741  0.00
H 5.9275 0.4211 0.7859  0.00
H 5.3893 0.8876 -0.8423  0.00
C 2.5925 -0.4844 -1.2624  0.13
C 3.5920 -1.0837 -2.2406  0.01
H 2.4866 0.5855 -1.4599  0.02
H 1.5948 -0.9464 -1.3653  0.01
H 3.1607 -1.0864 -3.2482  0.00
H 4.5212 -0.5034 -2.2870  0.00
H 3.8486 -2.1125 -1.9773  0.00
C 1.7275 -0.2632 1.6295  0.11
C 2.0770 -0.9130 2.9740  0.02
H 0.7485 -0.6471 1.1982  0.01
H 1.6588 0.8354 1.7578  0.01
H 1.1620 -1.1463 3.5359  0.00
H 2.6496 -1.8381 2.8469  0.01
H 2.6839 -0.2246 3.5782  0.00
C -0.8403 -2.9111 1.2440  0.01
C -1.1769 -4.3966 1.1730  0.00
H -1.5180 -2.3990 1.9458  0.00
H 0.1816 -2.7607 1.6256  0.00
H -2.2617 -4.5503 1.1204  0.00
H -0.7240 -4.9024 0.3157  0.00
H -0.8102 -4.8872 2.0778  0.00
C 0.0948 -2.9321 -1.5556  0.01
C 0.0574 -2.3799 -2.9776  0.00
H -0.2464 -3.9771 -1.5407  0.00
H 1.1225 -2.9241 -1.1457  0.00
H -0.9669 -2.3247 -3.3695  0.00
H 0.4939 -1.3756 -3.0543  0.00
H 0.6229 -3.0477 -3.6384  0.00
C -2.7166 -2.2731 -0.8889  0.00
C -3.8187 -1.5598 -0.1009  0.00
H -2.8778 -3.3628 -0.8533  0.00
H -2.7599 -1.9699 -1.9470  0.00
H -4.1865 -0.6860 -0.6568  0.00
H -4.6637 -2.2424 0.0508  0.00
H -3.4931 -1.2027 0.8849  0.00
C -2.9668 0.0254 3.9162  0.00
N -1.5497 0.3666 4.0519  0.00
C -0.9375 0.6499 5.3595  0.00
C -0.8160 0.5555 2.9508  0.00
O -1.2249 0.2098 1.8109  0.01
H -3.4237 -0.0384 4.9046  0.00
H -3.0923 -0.9407 3.4019  0.00
H -3.5088 0.7892 3.3390  0.00
H -0.1588 -0.0972 5.5928  0.00
H -0.4512 1.6363 5.3232  0.00
H -1.6821 0.6461 6.1701  0.00
H 0.1683 1.0313 3.1264  0.00

Forces on the atoms, in the same order (eV/Å):
0.0984 -0.0608 -0.0834
0.2608 -0.3499 0.1473
0.1998 -0.3211 -0.7341
-1.0485 -0.2349 0.0334
-0.6278 0.6632 0.1133
0.7266 -0.2974 0.4351
0.3671 1.3604 -2.3688
0.2941 0.1278 2.3520
-0.7797 3.2891 -0.3650
-1.7397 2.4951 -1.0987
0.2118 -0.0145 0.1011
-0.1505 -0.0806 0.5313
0.0725 0.1274 0.3020
-0.9522 -0.5544 -0.0864
-0.1941 -0.1973 -0.2891
0.5971 0.0045 -0.3895
0.4564 0.3843 -0.0489
0.2305 -0.3437 -0.1512
-0.0620 0.1219 0.5212
0.1506 -0.1346 -0.2757
-0.0554 0.2728 0.3250
0.3294 -0.2573 -0.0513
0.1191 0.1236 0.2753
0.0700 0.0477 0.3166
0.2583 0.0004 0.0025
-0.1680 0.0912 0.1035
-0.0453 -0.1034 -0.0357
-0.7117 -2.0910 -0.3245
1.5055 -0.4257 0.5882
0.4950 0.3239 0.0139
0.0442 -0.1993 -0.2133
-0.0933 -0.4222 0.0698
0.0085 -0.1688 -0.0559
-0.0808 0.1646 -0.1341
-0.0395 0.0377 0.1070
-0.2260 -1.1500 -0.2305
0.2222 -0.2105 -0.4327
0.0821 -0.0051 0.3927
0.4188 0.0521 -0.0125
0.0881 -0.0110 0.1986
-0.2483 -0.1271 0.0601
-0.0476 0.0530 -0.1332
-0.7939 -0.7746 -0.4302
-0.2805 -0.0872 0.5443
1.2270 -0.2005 0.9967
0.1271 -0.5721 -0.4599
0.3464 -0.0150 -0.0770
-0.2204 0.0663 0.1415
-0.1324 -0.2318 -0.1395
-0.0068 0.1781 -0.2133
-0.1805 -0.1656 0.1066
0.2596 -0.0736 -0.1824
-0.1755 -0.0449 -0.0738
0.2658 -0.0074 0.0123
-0.0081 0.0756 0.1597
-0.1360 -0.0618 -0.1090
-0.4643 -0.2188 0.6009
0.0047 -0.0646 -0.2414
0.1758 0.2384 -0.1018
-0.3597 -0.1352 -0.1448
0.2467 -0.0396 0.1112
-0.0902 -0.1879 0.0027
-0.1198 0.2078 0.0692
0.4267 -0.3018 -0.3984
-0.2249 0.3070 0.1573
0.1853 0.3019 -0.1320
-0.0105 -0.1984 0.2756
0.1103 -0.2908 0.2704
0.1942 0.2115 -0.0228
-0.0110 -0.1087 -0.1645
-0.3534 -0.3909 -0.1527
0.4860 0.5235 -0.5422
0.4146 0.1768 0.2223
-1.2032 -0.5466 0.0294
0.5113 0.6174 0.6423
0.1866 -0.0295 -0.1254
0.0776 0.3348 0.2148
0.3158 -0.1816 0.1157
-0.4353 0.2038 -0.0286
-0.2389 -0.2573 0.1733
0.2419 0.0064 -0.5408
-0.3950 -0.2431 -0.0412


No. 2
The following is a DFT calculation (ωB97M-V/def2-TZVPD) of a structure of composition C28H47BrMnNOP3 at a distorted geometry.

E_LUMO (spin up / spin down) (eV): -6.184 / -7.744
Charge: +2
⟨S²⟩: 8.7726
Multiplicity: 6

Each line ends with the Löwdin spin population.
Positions of all 82 atoms, in Å:
C -1.2086 -3.7195 -1.0328  0.02
C -0.1014 -3.1324 -0.3850  0.02
C 1.1826 -3.6482 -0.6643  0.02
C 1.3040 -4.6534 -1.6337  0.00
N 0.2523 -5.1424 -2.2877  0.02
C -0.9752 -4.7279 -1.9785  0.00
C -0.2710 -2.0029 0.4954  0.10
C -0.3981 -1.3844 1.6191  0.06
C -0.6134 -1.3226 3.0481  0.01
C -0.7066 -0.0782 3.7071  0.00
C -0.8736 -0.0055 5.0818  0.00
C -0.9700 -1.1829 5.8235  0.00
C -0.9133 -2.4329 5.1969  0.00
C -0.7400 -2.5020 3.8159  0.01
Mn -0.3614 0.1278 0.1396  4.55
P -0.0731 0.1033 -2.2764  0.03
H 2.0702 -3.2815 -0.1518  0.00
H -2.2268 -3.4020 -0.8187  0.00
H 2.2903 -5.0519 -1.8900  0.00
H -1.8138 -5.1909 -2.5069  0.00
H -0.7065 -3.4676 3.3051  0.00
H -0.7049 0.8439 3.1210  0.00
H -1.0051 -3.3341 5.7867  0.00
H -0.9336 0.9598 5.5659  0.00
C 0.0101 1.7586 -3.0881  0.01
C 0.6917 1.8839 -4.4491  0.00
H 0.5097 2.4240 -2.3686  0.00
H -1.0306 2.1078 -3.1577  0.00
H 0.6715 2.9336 -4.7745  0.00
H 1.7454 1.5782 -4.4214  0.00
H 0.1909 1.2989 -5.2311  0.00
C 1.4698 -0.7869 -2.7690  0.00
C 1.4840 -1.5169 -4.1095  0.00
H 1.6692 -1.5155 -1.9683  0.00
H 2.2893 -0.0534 -2.7262  0.00
H 2.4599 -2.0053 -4.2517  0.00
H 0.7272 -2.3121 -4.1587  0.00
H 1.3364 -0.8439 -4.9650  0.00
C -1.4726 -0.7894 -3.0639  0.01
C -1.7523 -0.5372 -4.5440  0.00
H -2.3696 -0.5315 -2.4820  0.00
H -1.3008 -1.8601 -2.8833  0.00
H -2.6163 -1.1383 -4.8626  0.00
H -2.0003 0.5128 -4.7467  0.00
H -0.9129 -0.8214 -5.1909  0.00
Br -1.1973 -1.0708 7.6990  0.00
P 1.7396 1.1460 0.9085  0.04
C 2.9476 1.5762 -0.4155  0.01
C 4.0403 2.5925 -0.0905  0.00
H 2.3543 1.9420 -1.2689  0.00
H 3.4015 0.6295 -0.7429  0.00
H 4.6640 2.7541 -0.9808  0.00
H 3.6253 3.5679 0.1941  0.00
H 4.7123 2.2557 0.7098  0.00
C 1.4750 2.6788 1.8945  0.01
C 2.4991 3.0462 2.9659  0.00
H 0.4855 2.5712 2.3632  0.00
H 1.3794 3.4955 1.1645  0.00
H 2.1874 3.9737 3.4666  0.00
H 2.5804 2.2747 3.7431  0.00
H 3.5018 3.2281 2.5569  0.00
C 2.5789 -0.0537 2.0314  0.01
C 4.0906 0.0508 2.2197  0.00
H 2.3276 -1.0520 1.6478  0.00
H 2.0638 0.0253 2.9997  0.00
H 4.4257 -0.7554 2.8861  0.00
H 4.6330 -0.0689 1.2742  0.00
H 4.3996 0.9956 2.6842  0.00
C -4.9614 1.7663 2.0620  0.00
P -3.7015 1.4141 0.8070  0.00
C -4.4225 0.1155 -0.2084  0.00
C -3.3964 2.9647 -0.0443  0.00
O -2.4067 0.9089 1.4190  0.04
H -5.7582 2.4129 1.6992  0.00
H -4.4479 2.2384 2.9045  0.00
H -5.3959 0.8085 2.3731  0.00
H -5.4615 0.3715 -0.4419  0.00
H -3.8413 -0.0048 -1.1268  0.00
H -4.4140 -0.8225 0.3617  0.00
H -2.4571 3.3832 0.3432  0.00
H -3.3342 2.8349 -1.1288  0.00
H -4.2195 3.6480 0.2021  0.00

Forces on the atoms, in the same order (eV/Å):
0.2984 -0.0226 -0.1163
0.2108 -0.2623 -1.2357
-0.2661 -0.0590 -0.1692
-0.2916 0.4060 0.4392
0.0112 -0.2497 -0.1525
0.1647 0.4218 0.5209
-0.6892 0.6032 5.3100
0.2491 -3.9242 -3.2937
-0.1470 0.9924 0.8689
0.0037 -0.1577 -0.2074
0.0490 -0.2226 -0.2468
0.0163 -0.0979 -0.0419
0.0354 0.4336 -0.3002
0.0991 0.0422 -0.4208
-1.0847 1.7358 0.1040
0.0742 -0.0556 -1.3153
-0.2195 0.0373 -0.1021
0.2238 0.0452 -0.0258
-0.3797 0.0793 0.0514
0.3317 0.1097 0.1494
0.0282 0.2625 0.2783
0.0710 -0.3444 0.2255
0.0002 -0.0159 -0.0558
-0.0333 -0.0644 0.0566
-0.1523 0.2148 0.3152
0.1401 -0.0331 -0.4117
-0.1668 -0.0830 -0.1479
0.1709 -0.0295 0.0874
-0.0054 -0.2797 0.1541
-0.2395 0.0443 0.0550
0.1323 0.1375 0.2791
0.2129 -0.0249 0.4129
0.0282 -0.2042 -0.4241
-0.0103 0.2227 -0.1968
-0.2549 -0.1170 0.0123
-0.2784 0.1749 0.1059
0.1488 0.2339 0.0470
0.0321 -0.1768 0.3055
-0.2007 -0.1519 0.0537
-0.0924 -0.0055 -0.4377
0.2043 -0.0652 -0.1049
0.0070 0.2298 0.0021
0.2304 0.1745 0.1358
0.0716 -0.2412 0.0826
-0.2323 0.0932 0.2428
0.0499 -0.0774 -0.3988
0.8497 0.5550 0.6898
-0.1353 -0.1402 -0.2727
0.3392 0.2446 0.0881
0.1646 -0.0949 0.2129
-0.1325 0.1198 0.0637
-0.2047 -0.0448 0.2095
0.0777 -0.2543 -0.0621
-0.2775 0.0810 -0.2241
-0.2609 0.1360 -0.0676
0.3170 0.1455 0.2620
0.1930 0.0613 -0.1373
-0.0435 -0.1371 0.0953
0.0404 -0.2666 -0.1492
-0.0378 0.1510 -0.2207
-0.3270 -0.1046 0.0834
-0.1531 -0.1761 0.0038
0.3164 0.0349 0.1314
0.0627 0.1531 0.0665
0.0447 -0.0033 -0.2027
-0.1057 0.1816 -0.1773
-0.1175 0.0547 0.1821
-0.1273 -0.2380 -0.1795
0.4945 -0.4242 -0.0136
-0.2303 -0.2446 0.8662
-0.1567 0.3182 -0.2450
-0.2862 0.1732 -0.2331
1.1890 -0.3204 -0.8352
0.0513 0.0096 -0.0983
-0.2039 -0.0375 -0.0097
0.1009 0.2478 0.1259
0.1592 -0.1093 -0.1742
-0.2154 -0.0482 0.0532
0.0680 0.2940 -0.0459
-0.2846 -0.1375 -0.1059
0.0078 0.1181 0.1224
0.2733 -0.0266 -0.2925


Looking at molar mass for the records above, in order, we have 628.5, 641.5 u.
Looking at ΔE to the lowest compared entry with this formula, charge and spin for the records above, in order, we have 101.7, 0.0 kJ/mol.
Looking at E for the records above, in order, we have -161055.8395, -162552.4156 eV.